Below is C27H33Cl43N4O2P2S as an isolated structure at a distorted geometry, with properties calculated with wB97M-V/def2-TZVPD.

```
! RIJCOSX wB97M-V def2-TZVPD def2/J DEFGRID3
* xyz 0 1
C -2.235 2.351 -5.067
C -0.746 1.900 -5.084
O -0.068 2.224 -6.036
N -0.324 1.096 -3.973
C -0.704 -0.312 -4.200
C 1.097 1.275 -3.632
C 1.228 2.225 -2.373
C 2.102 1.634 -1.241
C 1.830 2.420 0.127
C 0.578 1.752 0.752
C -0.749 2.389 0.674
P -0.944 4.059 -0.124
N -0.761 5.254 0.912
C -1.955 1.679 1.225
C -1.788 0.423 1.823
P -3.363 -0.392 2.434
O -2.746 -1.269 3.740
Cl -3.931 -1.727 0.915
C -0.461 -0.239 1.965
N -0.140 -1.391 2.500
S 1.494 -1.691 2.400
N 1.856 -0.264 1.590
C 0.763 0.446 1.406
H -2.640 2.414 -4.038
H -2.343 3.337 -5.562
H -2.885 1.639 -5.631
H -0.040 -0.856 -4.906
H -0.842 -0.832 -3.228
H -1.715 -0.302 -4.678
H 1.545 0.274 -3.424
H 1.715 1.722 -4.438
H 0.196 2.334 -1.972
H 1.581 3.213 -2.734
H 1.821 0.573 -1.052
H 3.190 1.725 -1.412
H 2.691 2.358 0.822
H 1.625 3.498 -0.046
H -2.210 4.108 -0.778
H 0.064 4.247 -1.109
H -1.620 5.808 0.910
H -2.967 2.122 1.150
H -2.625 -2.191 3.453
C -1.085 -4.618 0.149
Cl 0.241 -3.552 -0.331
Cl -1.899 -3.996 1.588
Cl -2.229 -4.815 -1.180
H -0.669 -5.592 0.387
C -0.512 2.588 4.798
Cl -0.160 2.385 3.072
Cl -1.633 1.338 5.350
Cl 0.979 2.552 5.754
H -0.983 3.555 4.938
C -6.399 -1.731 4.916
Cl -5.048 -0.687 4.451
Cl -7.284 -1.048 6.287
Cl -7.481 -1.988 3.543
H -5.998 -2.693 5.217
C 2.534 5.451 8.360
Cl 1.163 6.279 9.104
Cl 3.546 6.595 7.473
Cl 3.484 4.597 9.581
H 2.150 4.721 7.657
C -9.515 -5.509 3.319
Cl -9.100 -5.679 1.611
Cl -10.733 -6.699 3.786
Cl -8.074 -5.663 4.328
H -9.930 -4.519 3.471
C -0.873 -8.124 -3.682
Cl -0.440 -6.997 -2.393
Cl -1.390 -7.248 -5.124
Cl 0.480 -9.195 -4.058
H -1.702 -8.731 -3.337
C 5.530 -1.999 0.441
Cl 6.300 -3.588 0.579
Cl 3.893 -2.047 1.108
Cl 6.508 -0.774 1.252
H 5.464 -1.744 -0.612
C 7.400 2.205 -0.927
Cl 5.805 1.606 -1.395
Cl 8.319 2.700 -2.349
Cl 7.252 3.553 0.210
H 7.938 1.382 -0.426
C 5.967 -6.637 -1.546
Cl 4.602 -7.749 -1.405
Cl 7.495 -7.489 -1.304
Cl 5.949 -5.820 -3.112
H 5.873 -5.884 -0.773
C 8.595 -1.372 -1.992
Cl 9.042 -0.184 -0.749
Cl 8.131 -0.580 -3.495
Cl 9.922 -2.499 -2.271
H 7.742 -1.935 -1.627
C -2.838 5.941 -7.917
Cl -1.858 7.258 -7.269
Cl -3.891 5.275 -6.662
Cl -3.789 6.493 -9.299
H -2.172 5.154 -8.254
C 1.286 9.796 11.503
Cl -0.256 9.040 11.088
Cl 2.172 10.242 10.043
Cl 1.030 11.208 12.533
H 1.879 9.076 12.055
C -2.004 -12.507 -5.330
Cl -3.568 -13.178 -5.799
Cl -1.098 -11.984 -6.751
Cl -2.216 -11.164 -4.200
H -1.437 -13.284 -4.830
C -5.099 4.245 -2.338
Cl -3.894 2.975 -2.076
Cl -5.175 5.317 -0.937
Cl -4.743 5.165 -3.803
H -6.068 3.773 -2.461
*
```

Calculated values
**E_LUMO**: -1.47 eV
**Total energy**: -22287.02549 hartree
**Orbital gap**: 7.1 eV
**Highest occupied orbital energy**: -8.549 eV

=====

Below is C27H33F4N3O3Ta as an isolated structure, with properties calculated with wB97M-V/def2-TZVPD.

```
! RIJCOSX wB97M-V def2-TZVPD def2/J DEFGRID3
* xyz 3 1
Ta 0.238 -0.315 0.009
C 0.896 -1.817 2.901
O 0.077 -1.732 1.686
C -1.231 -2.339 1.978
C -2.138 -2.052 0.807
O -1.913 -0.681 0.401
C -2.706 0.382 1.004
C -1.918 0.965 2.154
O -0.529 1.004 1.742
C 0.271 1.764 2.696
H 1.065 -2.867 3.131
H 0.356 -1.331 3.712
H 1.839 -1.309 2.728
H -1.592 -1.889 2.904
H -1.089 -3.409 2.134
H -3.188 -2.200 1.052
H -1.885 -2.657 -0.062
H -3.671 -0.017 1.310
H -2.865 1.109 0.212
H -1.988 0.374 3.070
H -2.257 1.980 2.371
H -0.054 2.803 2.679
H 1.311 1.686 2.394
H 0.131 1.343 3.691
C 3.986 -1.747 -2.254
C 2.576 -1.328 -1.867
N 2.214 -1.408 -0.380
C 2.352 -2.844 0.065
C 1.391 -3.827 -0.569
C 3.222 -0.610 0.379
C 3.072 0.846 0.014
N 1.619 1.123 -0.068
C 1.248 2.474 -0.293
C -0.053 2.666 -0.720
F -0.758 1.462 -0.873
C -0.635 3.871 -1.025
F -1.897 3.910 -1.418
C 0.143 5.008 -0.906
C 1.453 4.867 -0.489
F 2.219 5.928 -0.361
C 2.019 3.628 -0.179
F 3.279 3.594 0.238
H 4.093 -1.545 -3.319
H 4.166 -2.812 -2.117
H 4.776 -1.188 -1.758
H 1.857 -1.956 -2.379
H 2.383 -0.304 -2.186
H 2.267 -2.858 1.149
H 3.379 -3.135 -0.158
H 0.347 -3.613 -0.334
H 1.624 -4.819 -0.181
H 1.494 -3.877 -1.652
H 4.227 -0.977 0.184
H 3.047 -0.751 1.447
H 3.548 1.098 -0.935
H 3.533 1.463 0.782
H -0.260 5.986 -1.138
N -2.696 -4.571 -8.514
C -2.367 -4.066 -7.537
C -1.953 -3.443 -6.314
C -2.812 -3.464 -5.209
C -2.417 -2.871 -4.034
C -1.151 -2.252 -3.954
C -0.295 -2.235 -5.075
C -0.697 -2.827 -6.249
C -0.740 -1.650 -2.764
C -0.365 -1.138 -1.701
H -3.777 -3.944 -5.292
H -3.071 -2.873 -3.174
H 0.669 -1.749 -5.011
H -0.058 -2.823 -7.121
*
```

Calculated values
**E_LUMO**: -10.92 eV
**Total energy**: -1894.03240 hartree
**Orbital gap**: 5.9 eV
**Energy relative to the best compared isomer or geometry (same formula, charge and spin)**: 0.0 kJ/mol
**Highest occupied orbital energy**: -16.815 eV

=====

Below is one molecule with the formula C27H33FN4O2S, with properties calculated with wB97M-V/def2-TZVPD.

```
! RIJCOSX wB97M-V def2-TZVPD def2/J DEFGRID3
* xyz 0 1
C -1.997 -5.479 -1.906
H -2.145 -6.552 -1.807
H -1.669 -5.081 -0.949
H -2.950 -5.025 -2.165
C -0.948 -5.200 -2.976
N -0.586 -3.798 -3.019
C -1.631 -2.923 -3.524
C -0.897 -1.621 -3.817
H -1.435 -0.994 -4.524
H -0.756 -1.061 -2.894
C 0.452 -2.100 -4.360
H 1.267 -1.450 -4.050
H 0.438 -2.129 -5.449
C 0.625 -3.523 -3.796
C 1.855 -3.647 -2.883
N 1.682 -2.879 -1.676
C 2.381 -1.756 -1.410
O 3.290 -1.358 -2.108
C 1.939 -1.051 -0.126
C 0.639 -0.277 -0.376
H 0.795 0.428 -1.194
C 0.243 0.493 0.885
N 1.307 1.381 1.280
C 1.228 2.723 1.400
O 2.149 3.395 1.841
C -0.045 3.363 0.988
C -0.694 3.367 -0.233
C -1.785 4.235 -0.083
C -1.770 4.732 1.226
N -0.689 4.207 1.860
C -0.323 4.361 3.246
C -0.258 3.006 3.908
C 0.889 2.589 4.570
C 0.970 1.315 5.104
C -0.112 0.467 4.965
C -1.271 0.858 4.319
C -1.335 2.134 3.792
H -2.229 2.453 3.276
H -2.098 0.171 4.232
F -0.033 -0.788 5.461
H 1.858 0.976 5.613
H 1.733 3.256 4.647
H 0.653 4.851 3.313
H -1.075 4.993 3.726
C -2.840 5.608 1.512
C -3.639 5.762 0.426
S -3.130 4.861 -0.971
H -4.521 6.364 0.344
H -3.012 6.098 2.454
H -0.400 2.837 -1.116
C 2.549 0.698 1.572
C 3.021 -0.080 0.347
H 3.251 0.612 -0.465
H 3.933 -0.627 0.585
H 2.389 0.015 2.416
H 3.281 1.454 1.861
H 0.067 -0.218 1.704
H -0.671 1.064 0.721
H -0.170 -0.957 -0.650
H 1.761 -1.808 0.646
H 0.836 -3.087 -1.167
H 2.744 -3.270 -3.391
H 2.017 -4.697 -2.614
H 0.742 -4.245 -4.622
H -2.415 -2.801 -2.775
H -2.086 -3.326 -4.446
H -0.044 -5.769 -2.741
H -1.320 -5.549 -3.957
*
```

Calculated values
**E_LUMO**: 0.52 eV
**Total energy**: -1916.26627 hartree
**SMILES**: CCN1CCC[C@H]1CNC(=O)C1CCN(C(=O)c2cc3sccc3n2Cc2ccc(F)cc2)CC1
**Orbital gap**: 8.4 eV
**Energy relative to the best compared isomer or geometry (same formula, charge and spin)**: 0.0 kJ/mol
**Highest occupied orbital energy**: -7.919 eV

=====

Below is C27H33N10S5Ti as an isolated structure, with properties calculated with wB97M-V/def2-TZVPD.

```
! RIJCOSX wB97M-V def2-TZVPD def2/J DEFGRID3
* xyz 1 3
Ti -0.578 -0.216 0.049
C -0.305 4.220 -3.546
S -1.737 3.730 -2.577
C -1.234 2.156 -2.013
S -2.444 1.301 -1.079
N -0.083 1.679 -2.334
N 0.178 0.468 -1.702
C 1.114 -0.270 -2.313
C 1.420 -1.533 -1.753
C 2.362 -2.414 -2.324
C 2.595 -3.626 -1.731
C 1.888 -3.965 -0.570
C 0.987 -3.057 -0.064
N 0.747 -1.863 -0.619
H -0.517 5.230 -3.893
H -0.151 3.564 -4.397
H 0.592 4.230 -2.931
H 1.554 0.069 -3.244
H 2.882 -2.121 -3.225
H 3.316 -4.311 -2.156
H 2.039 -4.910 -0.070
H 0.431 -3.277 0.839
N -2.242 -1.396 -2.931
C -2.590 -2.040 -1.799
N -2.092 -1.751 -0.613
C -2.536 -2.658 0.329
C -3.409 -3.593 -0.117
S -3.679 -3.379 -1.805
C -1.962 -2.542 1.664
C -2.144 -3.372 2.717
S -1.178 -2.860 4.050
C -0.598 -1.535 3.105
N -1.083 -1.486 1.873
N 0.211 -0.601 3.632
H -1.889 -0.457 -2.788
H -2.810 -1.526 -3.751
H -3.873 -4.392 0.432
H -2.756 -4.254 2.774
H 0.703 -0.815 4.482
H 0.707 0.011 2.983
C 3.753 2.409 2.728
N 3.817 2.190 1.296
C 4.362 3.056 0.367
C 4.181 2.508 -0.853
N 3.538 1.309 -0.649
C 3.305 1.114 0.669
S 2.543 -0.234 1.346
H 3.961 3.458 2.923
H 4.482 1.782 3.239
H 2.749 2.169 3.072
H 4.827 3.978 0.664
H 4.456 2.857 -1.830
H 3.201 0.659 -1.344
C -4.460 0.714 1.870
N -3.375 1.713 1.859
C -3.895 3.101 1.885
C -2.329 1.457 2.920
C -1.068 2.145 2.475
C -0.724 3.336 3.113
C 0.258 4.154 2.586
C 0.859 3.778 1.394
C 0.536 2.568 0.796
C -0.416 1.670 1.318
H -5.138 0.916 1.045
H -4.993 0.781 2.818
H -4.018 -0.275 1.759
H -2.861 1.628 0.944
H -4.435 3.258 2.817
H -4.554 3.231 1.030
H -3.050 3.780 1.811
H -2.243 0.380 2.969
H -2.730 1.835 3.864
H -1.250 3.634 4.013
H 0.520 5.084 3.073
H 1.586 4.427 0.921
H 1.040 2.324 -0.132
*
```

Calculated values
**E_LUMO (alpha / beta)**: -2.02 / -2.61 eV
**Total energy**: -4436.55855 hartree
**Orbital gap (alpha / beta)**: 6.3 / 7.4 eV
**Energy relative to the best compared isomer or geometry (same formula, charge and spin)**: 0.0 kJ/mol
**Highest occupied orbital energy (alpha / beta)**: -8.296 / -9.996 eV

=====

Below is one molecule with the formula C27H33N3O6S at a distorted geometry, with properties calculated with wB97M-V/def2-TZVPD.

```
! RIJCOSX wB97M-V def2-TZVPD def2/J DEFGRID3
* xyz 0 1
C 3.428 2.902 -2.857
H 3.831 3.906 -2.778
H 2.510 2.935 -3.440
H 4.154 2.285 -3.381
C 3.151 2.321 -1.470
N 4.373 2.255 -0.684
C 4.882 0.941 -0.412
H 4.791 0.344 -1.323
H 5.947 1.028 -0.175
C 4.227 0.173 0.770
N 2.832 -0.100 0.571
C 1.847 0.628 1.145
O 2.008 1.569 1.894
C 0.524 0.046 0.665
O -0.578 0.457 0.960
C 0.880 -1.054 -0.225
C 0.047 -1.762 -1.019
O 0.564 -2.615 -1.929
H -0.145 -3.056 -2.418
C -1.417 -1.617 -0.965
C -2.095 -1.759 0.245
C -3.467 -1.604 0.285
C -4.151 -1.300 -0.877
C -3.499 -1.175 -2.088
C -2.126 -1.348 -2.135
H -1.600 -1.230 -3.073
H -4.075 -0.936 -2.968
S -5.921 -1.046 -0.776
O -6.392 -0.545 -2.037
O -6.536 -2.225 -0.243
N -5.969 0.130 0.421
C -5.501 1.423 -0.034
H -4.528 1.287 -0.509
C -5.376 2.342 1.184
H -5.115 3.355 0.877
O -6.596 2.441 1.879
C -7.045 1.176 2.306
H -7.992 1.346 2.822
C -7.238 0.236 1.116
H -7.522 -0.766 1.436
H -8.015 0.639 0.450
H -6.317 0.736 3.002
H -4.594 1.946 1.849
H -6.202 1.852 -0.764
H -4.021 -1.706 1.203
H -1.542 -1.991 1.140
C 2.380 -1.216 -0.229
C 2.765 -2.542 0.393
C 2.485 -2.777 1.734
C 2.816 -3.988 2.313
C 3.424 -4.976 1.556
C 3.700 -4.748 0.219
C 3.374 -3.534 -0.361
H 3.587 -3.357 -1.405
H 4.174 -5.516 -0.374
H 3.681 -5.922 2.008
H 2.598 -4.161 3.356
H 2.011 -2.004 2.323
H 2.789 -1.162 -1.247
H 4.307 0.774 1.678
H 4.758 -0.773 0.912
C 4.438 3.181 0.433
C 4.544 4.626 -0.042
H 4.705 5.279 0.812
H 3.635 4.942 -0.545
H 5.380 4.734 -0.729
H 5.336 2.938 1.006
H 3.566 3.079 1.098
H 2.719 1.323 -1.595
H 2.405 2.934 -0.954
*
```

Calculated values
**E_LUMO**: -0.73 eV
**Total energy**: -2062.52985 hartree
**SMILES**: CCN(CC)CCN1C(=O)C(=O)/C(=C(/O)c2ccc(S(=O)(=O)N3CCOCC3)cc2)[C@@H]1c1ccccc1
**Orbital gap**: 7.4 eV
**Energy relative to the best compared isomer or geometry (same formula, charge and spin)**: 184.7 kJ/mol
**Highest occupied orbital energy**: -8.089 eV

=====

Below is one molecule with the formula C27H33N5O5S at a distorted geometry, with properties calculated with wB97M-V/def2-TZVPD.

```
! RIJCOSX wB97M-V def2-TZVPD def2/J DEFGRID3
* xyz 0 1
C 1.534 7.025 -0.732
C 1.179 5.573 -0.803
C 1.300 4.862 -1.992
C 0.964 3.526 -2.050
C 0.478 2.858 -0.925
C 0.354 3.570 0.267
C 0.707 4.904 0.321
H 0.626 5.428 1.261
H 0.020 3.108 1.184
C 0.169 1.414 -1.095
O 0.636 0.779 -2.034
N -0.665 0.879 -0.168
C -1.090 -0.443 0.069
C -1.171 -0.902 1.334
C -0.740 -0.237 2.534
C 0.220 0.728 2.689
N 0.323 1.116 4.007
C -0.586 0.376 4.741
C -0.872 0.408 6.098
C -1.843 -0.458 6.559
C -2.516 -1.326 5.697
C -2.244 -1.347 4.346
C -1.264 -0.489 3.855
H -2.775 -2.009 3.679
H -3.269 -1.986 6.100
H -2.091 -0.462 7.609
H -0.364 1.098 6.751
S 1.515 2.196 4.540
O 1.078 2.749 5.774
O 1.786 3.048 3.432
N 2.843 1.256 4.821
C 2.723 0.367 5.951
H 3.719 0.072 6.280
H 2.142 -0.532 5.710
H 2.229 0.917 6.746
C 3.452 0.692 3.640
H 3.439 1.459 2.870
H 4.484 0.425 3.865
H 2.919 -0.199 3.286
H 0.905 1.159 1.986
H -1.637 -1.870 1.459
C -1.635 -1.350 -1.000
O -2.327 -2.306 -0.686
N -1.357 -1.017 -2.271
C -1.744 -1.872 -3.366
H -2.592 -2.468 -3.023
H -2.048 -1.252 -4.213
C -0.579 -2.771 -3.800
N -0.840 -3.406 -5.078
C 0.371 -3.933 -5.686
C 0.035 -4.482 -7.072
H 0.916 -4.930 -7.535
O -0.936 -5.499 -7.002
C -2.107 -5.014 -6.388
C -1.825 -4.472 -4.987
H -2.748 -4.075 -4.565
H -1.465 -5.295 -4.343
H -2.801 -5.855 -6.344
H -2.542 -4.210 -7.001
H -0.334 -3.659 -7.703
H 1.100 -3.125 -5.783
H 0.814 -4.740 -5.075
H 0.307 -2.140 -3.918
H -0.370 -3.506 -3.003
H -0.588 -0.367 -2.440
H -0.898 1.489 0.607
H 1.072 2.969 -2.969
H 1.669 5.360 -2.878
H 2.240 7.293 -1.514
H 0.637 7.631 -0.864
H 1.963 7.269 0.236
*
```

Calculated values
**E_LUMO**: 0.09 eV
**Total energy**: -2096.84639 hartree
**SMILES**: Cc1ccc(C(=O)N/C(=C\c2cn(S(=O)(=O)N(C)C)c3ccccc23)C(=O)NCCN2CCOCC2)cc1
**Orbital gap**: 8.3 eV
**Energy relative to the best compared isomer or geometry (same formula, charge and spin)**: 309.6 kJ/mol
**Highest occupied orbital energy**: -8.179 eV

=====

What did the sixth record say?
Below is one molecule with the formula C27H33N5O5S at a distorted geometry, with properties calculated with wB97M-V/def2-TZVPD.

```
! RIJCOSX wB97M-V def2-TZVPD def2/J DEFGRID3
* xyz 0 1
C 1.534 7.025 -0.732
C 1.179 5.573 -0.803
C 1.300 4.862 -1.992
C 0.964 3.526 -2.050
C 0.478 2.858 -0.925
C 0.354 3.570 0.267
C 0.707 4.904 0.321
H 0.626 5.428 1.261
H 0.020 3.108 1.184
C 0.169 1.414 -1.095
O 0.636 0.779 -2.034
N -0.665 0.879 -0.168
C -1.090 -0.443 0.069
C -1.171 -0.902 1.334
C -0.740 -0.237 2.534
C 0.220 0.728 2.689
N 0.323 1.116 4.007
C -0.586 0.376 4.741
C -0.872 0.408 6.098
C -1.843 -0.458 6.559
C -2.516 -1.326 5.697
C -2.244 -1.347 4.346
C -1.264 -0.489 3.855
H -2.775 -2.009 3.679
H -3.269 -1.986 6.100
H -2.091 -0.462 7.609
H -0.364 1.098 6.751
S 1.515 2.196 4.540
O 1.078 2.749 5.774
O 1.786 3.048 3.432
N 2.843 1.256 4.821
C 2.723 0.367 5.951
H 3.719 0.072 6.280
H 2.142 -0.532 5.710
H 2.229 0.917 6.746
C 3.452 0.692 3.640
H 3.439 1.459 2.870
H 4.484 0.425 3.865
H 2.919 -0.199 3.286
H 0.905 1.159 1.986
H -1.637 -1.870 1.459
C -1.635 -1.350 -1.000
O -2.327 -2.306 -0.686
N -1.357 -1.017 -2.271
C -1.744 -1.872 -3.366
H -2.592 -2.468 -3.023
H -2.048 -1.252 -4.213
C -0.579 -2.771 -3.800
N -0.840 -3.406 -5.078
C 0.371 -3.933 -5.686
C 0.035 -4.482 -7.072
H 0.916 -4.930 -7.535
O -0.936 -5.499 -7.002
C -2.107 -5.014 -6.388
C -1.825 -4.472 -4.987
H -2.748 -4.075 -4.565
H -1.465 -5.295 -4.343
H -2.801 -5.855 -6.344
H -2.542 -4.210 -7.001
H -0.334 -3.659 -7.703
H 1.100 -3.125 -5.783
H 0.814 -4.740 -5.075
H 0.307 -2.140 -3.918
H -0.370 -3.506 -3.003
H -0.588 -0.367 -2.440
H -0.898 1.489 0.607
H 1.072 2.969 -2.969
H 1.669 5.360 -2.878
H 2.240 7.293 -1.514
H 0.637 7.631 -0.864
H 1.963 7.269 0.236
*
```

Calculated values
**E_LUMO**: 0.09 eV
**Total energy**: -2096.84639 hartree
**SMILES**: Cc1ccc(C(=O)N/C(=C\c2cn(S(=O)(=O)N(C)C)c3ccccc23)C(=O)NCCN2CCOCC2)cc1
**Orbital gap**: 8.3 eV
**Energy relative to the best compared isomer or geometry (same formula, charge and spin)**: 309.6 kJ/mol
**Highest occupied orbital energy**: -8.179 eV

=====

Question: total energy of number 2 (C27H33F4N3O3Ta)?
Answer: -1894.03240 hartree

=====

Question: What is the total energy in the second record?
Answer: -1894.03240 hartree